# C33H25BCo2F6O8S

A structure of composition C33H25BCo2F6O8S (ωB97M-V with the def2-TZVPD basis set, the OMol25 dataset).

Values from the calculation:
- Largest force on an atom: 4.36 eV Å⁻¹
- Frontier orbital gap: 0.1771 Ha
- Molar mass: 824.29 g mol⁻¹
- E_tot: -5662.047623 Eh
- ΔE to the lowest compared entry with this formula, charge and spin: 57.0 kcal per mole

Each line ends with the Löwdin charge.
Positions of all 76 atoms, in Å:
C: 3.3561 -4.9789 0.6632  -0.101
C: 2.8282 -3.6011 0.5336  -0.572
C: 3.4003 -2.5213 -0.1136  -0.127
C: 2.4807 -1.4346 -0.3451  -0.196
C: 1.2605 -1.5034 0.3179  -0.251
B: -0.5275 -1.4589 -0.4397  -0.805
C: -0.2664 -1.4587 -2.0378  -0.028
C: -0.8342 -2.4779 -2.8057  0.068
C: -0.8581 -2.3856 -4.1921  -0.094
C: -1.6536 -3.4086 -4.9598  -0.513
F: -1.2887 -3.4966 -6.2681  0.120
F: -1.5160 -4.6597 -4.4180  0.114
F: -2.9939 -3.1130 -4.9346  0.119
C: -0.2074 -1.3521 -4.8499  0.058
C: 0.4538 -0.4074 -4.0764  -0.097
C: 1.2255 0.6795 -4.7686  -0.509
F: 1.0436 1.9002 -4.1662  0.102
F: 2.5749 0.4315 -4.7477  0.117
F: 0.8697 0.8324 -6.0760  0.119
C: 0.4198 -0.4446 -2.6811  0.030
O: -1.1887 -2.6801 -0.1004  -0.058
C: -2.3288 -2.5917 0.7557  -0.108
C: -2.0894 -1.6593 1.9699  -0.495
C: -3.4207 -1.2967 2.6007  -0.052
C: -1.2324 -2.3403 3.0156  -0.058
C: -1.3734 -0.3431 1.5204  -0.137
O: -1.1078 -0.2982 0.1330  -0.052
S: 1.2662 -3.1467 1.0674  1.118
H: 4.4472 -5.0002 0.6078  0.082
H: 3.0436 -5.4081 1.6184  0.074
H: 2.9751 -5.6257 -0.1382  0.090
H: 4.4277 -2.5297 -0.4700  0.105
H: 2.7598 -0.5922 -0.9621  0.094
H: -1.2917 -3.3520 -2.3479  0.136
H: -0.2156 -1.2837 -5.9269  0.131
H: 0.9302 0.3127 -2.0892  0.108
H: -3.2035 -2.2293 0.1797  0.142
H: -2.5285 -3.6192 1.0892  0.137
H: -3.2699 -0.7291 3.5278  0.090
H: -4.0196 -0.6941 1.9090  0.090
H: -3.9745 -2.2130 2.8372  0.091
H: -1.0491 -1.6559 3.8551  0.093
H: -1.7401 -3.2453 3.3738  0.097
H: -0.2653 -2.6184 2.5660  -0.009
H: -2.0002 0.5233 1.7884  0.112
H: -0.4325 -0.2373 2.0793  0.095
O: -0.5205 7.4679 -1.9887  0.161
C: -0.2278 6.4875 -1.4521  -0.128
Co: 0.1870 4.9648 -0.6656  0.029
C: 1.8898 5.2955 -0.9766  -0.137
O: 2.9933 5.5059 -1.2394  0.164
C: 0.0534 5.3201 1.0578  -0.110
O: -0.0472 5.5436 2.1881  0.141
C: 0.6379 2.8926 -0.8931  -0.133
C: 0.5444 1.8969 0.0598  -0.101
C: 1.3295 1.0809 0.8620  0.072
C: 1.2892 1.3521 2.3123  -0.179
C: 2.3677 1.0822 3.2012  0.010
C: 2.2551 1.3752 4.5581  -0.058
C: 1.0776 1.9246 5.0928  -0.041
C: 0.0179 2.2118 4.2350  -0.043
C: 0.1443 1.9556 2.8781  -0.042
Co: -1.0804 2.6523 -0.4389  0.156
C: -1.7993 4.3580 -0.8342  -0.252
O: -2.7847 4.9258 -1.1384  0.111
C: -2.2350 2.9557 0.8911  -0.139
O: -3.0692 3.2342 1.6469  0.188
C: -2.2009 1.5957 -1.2767  -0.057
O: -2.9934 0.9126 -1.7745  0.185
H: 1.2040 2.7790 -1.8345  0.087
H: 2.3003 0.7663 0.4642  0.114
H: 3.2961 0.6755 2.7827  0.128
H: 3.0868 1.1713 5.2310  0.110
H: 0.9899 2.1361 6.1545  0.112
H: -0.9193 2.6461 4.5907  0.121
H: -0.6717 2.2466 2.2128  0.060